Computed, not measured: 9 unconnected molecules or ions with the total composition C5H28N2O9, with ωB97M-V/def2-TZVPD.

Each line ends with the Mulliken charge.
Atoms and positions in Å:
C -1.37 2.55 1.02  -1.70
C -0.53 1.49 0.29  -0.16
C -1.17 0.08 0.45  0.67
N -2.40 0.02 -0.30  -0.38
C -0.17 -0.95 -0.06  -0.13
O 0.68 -0.60 -0.92  -0.24
N -0.14 -2.24 0.28  -0.01
C -0.97 -2.81 1.36  -1.01
H -2.43 2.46 0.76  0.36
H -1.04 3.59 0.74  0.39
H -1.33 2.51 2.10  0.40
H -0.47 1.74 -0.85  0.36
H 0.45 1.51 0.68  -0.05
H -1.42 -0.04 1.61  0.43
H -2.32 0.05 -1.28  -0.03
H -2.99 -0.77 -0.02  0.25
H 0.56 -2.89 -0.10  0.30
H -0.39 -3.08 2.22  0.37
H -1.53 -3.69 0.98  0.31
H -1.67 -2.07 1.83  0.34
O -2.44 2.11 -2.71  -0.66
H -2.66 2.08 -1.81  0.34
H -2.24 1.25 -2.95  0.41
O -0.34 -1.03 3.34  -0.52
H -0.45 -1.17 4.24  0.24
H 0.43 -0.48 3.19  0.35
O 3.31 0.83 1.17  -0.75
H 3.32 0.04 0.61  0.45
H 4.27 0.95 1.46  0.28
O 1.71 0.74 3.31  -0.77
H 1.40 1.63 3.37  0.30
H 2.26 0.69 2.52  0.44
O 0.33 -1.44 -3.45  -0.77
H 0.88 -0.92 -3.91  0.28
H 0.49 -1.30 -2.51  0.26
O 2.48 1.36 -1.34  -0.79
H 1.67 0.86 -1.30  0.14
H 2.76 1.50 -0.44  0.49
O 3.31 -1.10 -0.64  -0.85
H 3.62 -0.51 -1.34  0.35
H 2.38 -1.15 -0.70  0.36
O -2.16 -0.50 -3.31  -0.81
H -2.48 -0.42 -4.20  0.28
H -1.20 -0.88 -3.37  0.46

Its molecular weight is 260.28 g/mol. As for the spin multiplicity: 1. The value obtained for the LUMO energy is 0.37 eV. Its largest force on an atom is 0.096 Eh/bohr. As for the SMILES: CC[C@@H](N)C(=O)NC.O.O.O.O.O.O.O.O. The HOMO energy is -9.52 eV. As for the energy relative to the best compared isomer or geometry (same formula, charge and spin): 2.205 eV. The HOMO-LUMO gap comes out at 9.889 eV.